This record from the Open Molecules 2025 dataset describes C37H75BO21S8 as an isolated structure in a non-equilibrium geometry. The level of theory is wB97M-V/def2-TZVPD.

Each line ends with the Löwdin charge.
Atoms and positions in Å:
C1 -2.3496 -0.0513 3.1582  -0.042
C2 -2.7646 0.4905 1.7843  -0.232
O1 -1.8282 1.4656 1.3071  -0.121
C3 -1.1641 1.1020 0.1293  -0.142
C4 -0.0213 0.0581 0.3341  -0.247
B1 -0.4761 -1.4669 0.0372  -0.449
C5 0.5381 -2.6532 0.1689  0.022
O2 -1.7558 -1.6439 -0.3577  0.154
O3 0.5019 0.2462 1.7021  -0.146
S1 1.4390 1.5299 1.7266  0.602
O4 0.7429 2.7013 2.1109  -0.205
O5 2.6316 1.1735 2.4144  -0.231
O6 1.7109 1.6372 0.1464  -0.156
C6 1.2644 0.3789 -0.4115  -0.273
C7 1.3287 0.2000 -1.9195  -0.042
C8 2.3022 1.1461 -2.6452  -0.364
C9 3.5104 0.4170 -3.2466  -0.030
O7 1.6349 1.8378 -3.7168  -0.056
H1 -1.4610 0.4829 3.4921  0.071
H2 -2.0811 -1.1092 3.1244  0.074
H3 -3.1422 0.0931 3.8890  0.069
H4 -2.9093 -0.3100 1.0637  0.098
H5 -3.7258 0.9821 1.9091  0.086
H6 -1.8663 0.7032 -0.6082  0.129
H7 -0.7365 2.0184 -0.2864  0.135
H8 1.3806 -2.4331 0.8161  0.046
H9 0.8888 -2.9243 -0.8320  0.092
H10 0.0076 -3.5281 0.5500  0.064
H11 -2.0374 -2.5756 -0.3215  0.061
H12 1.9749 -0.3419 0.0114  0.152
H13 1.6454 -0.8255 -2.0974  0.111
H14 0.3346 0.2732 -2.3727  0.135
H15 2.6805 1.9226 -1.9799  0.132
H16 3.5455 -0.6315 -2.9588  0.071
H17 4.4482 0.9106 -2.9966  0.078
H18 3.4072 0.4430 -4.3305  0.068
H19 0.6821 1.7583 -3.6031  0.080
C10 2.7735 -1.8754 -8.2567  -0.218
C11 1.5968 -0.8990 -8.1206  -0.210
C12 0.6463 -1.4727 -7.0629  -0.215
S2 1.6695 -2.4488 -5.9490  0.664
O8 1.2865 -3.8333 -6.0514  -0.315
O9 1.7412 -1.8021 -4.6631  -0.325
C13 3.2077 -2.2061 -6.8330  -0.226
H20 3.5926 -1.4448 -8.8303  0.116
H21 2.4475 -2.7849 -8.7657  0.119
H22 1.9666 0.0749 -7.7947  0.118
H23 1.0810 -0.7530 -9.0683  0.114
H24 0.1475 -0.7027 -6.4799  0.100
H25 -0.0907 -2.1475 -7.4941  0.104
H26 3.8069 -3.1092 -6.7458  0.108
H27 3.7221 -1.3665 -6.3653  0.102
C14 0.9884 5.7186 -2.7935  -0.215
C15 0.5379 7.1667 -3.0281  -0.227
C16 1.5045 7.7851 -4.0434  -0.208
S3 2.1183 6.4203 -5.0488  0.665
O10 3.5333 6.2737 -4.8154  -0.323
O11 1.6094 6.5290 -6.3935  -0.332
C17 1.2511 5.1236 -4.1721  -0.236
H28 0.2381 5.1431 -2.2508  0.111
H29 1.9086 5.7065 -2.2056  0.123
H30 -0.4758 7.1692 -3.4384  0.115
H31 0.5200 7.7423 -2.1076  0.081
H32 1.0270 8.5090 -4.6984  0.104
H33 2.3650 8.2410 -3.5581  0.106
H34 1.8643 4.2257 -4.1465  0.085
H35 0.3237 4.9325 -4.7126  0.108
C18 -7.5001 -1.9873 -0.2631  -0.218
C19 -8.5349 -1.1890 0.5429  -0.212
C20 -8.0164 -1.0890 1.9829  -0.216
S4 -6.2206 -1.1645 1.8714  0.668
O12 -5.7635 -2.3707 2.5154  -0.321
O13 -5.6457 0.1098 2.2215  -0.325
C21 -6.1420 -1.3958 0.0973  -0.224
H36 -7.6859 -1.9278 -1.3342  0.116
H37 -7.5343 -3.0399 0.0255  0.119
H38 -8.6359 -0.1891 0.1168  0.117
H39 -9.5174 -1.6574 0.5154  0.113
H40 -8.2884 -0.1561 2.4698  0.102
H41 -8.3353 -1.9315 2.5934  0.104
H42 -5.2971 -2.0407 -0.1350  0.105
H43 -5.9973 -0.4134 -0.3517  0.112
C22 -3.2638 -7.6614 1.3246  -0.216
C23 -1.8100 -7.7580 0.8389  -0.205
C24 -1.6975 -6.9238 -0.4434  -0.205
S5 -2.9509 -5.6449 -0.3073  0.695
O14 -3.9377 -5.8217 -1.3398  -0.307
O15 -2.3049 -4.3612 -0.1371  -0.329
C25 -3.6296 -6.1816 1.2567  -0.221
H44 -3.3797 -8.0493 2.3350  0.117
H45 -3.9180 -8.2364 0.6658  0.120
H46 -1.1420 -7.3529 1.6008  0.121
H47 -1.5111 -8.7886 0.6569  0.116
H48 -0.7271 -6.4460 -0.5553  0.106
H49 -1.9305 -7.5014 -1.3358  0.107
H50 -4.6979 -5.9788 1.2628  0.109
H51 -3.1363 -5.6091 2.0418  0.113
C26 -2.3542 7.4326 0.6695  -0.214
C27 -2.8287 8.6288 1.5065  -0.212
C28 -2.1506 9.8830 0.9412  -0.217
S6 -1.8520 9.5465 -0.8018  0.667
O16 -0.4269 9.5043 -1.0209  -0.327
O17 -2.6985 10.3750 -1.6190  -0.320
C29 -2.4800 7.8675 -0.7870  -0.225
H52 -2.9425 6.5386 0.8692  0.117
H53 -1.3116 7.2054 0.9011  0.122
H54 -3.9128 8.7256 1.4222  0.116
H55 -2.5922 8.5012 2.5615  0.114
H56 -2.7723 10.7715 1.0142  0.102
H57 -1.1827 10.0679 1.4027  0.104
H58 -1.8971 7.2671 -1.4810  0.085
H59 -3.5207 7.9091 -1.1073  0.110
C30 6.1536 -3.4328 1.6863  -0.218
C31 5.5894 -2.8647 2.9965  -0.207
C32 4.0785 -3.1101 2.9867  -0.215
S7 3.8123 -4.5766 1.9793  0.670
O18 3.0597 -4.1815 0.8131  -0.330
O19 3.3640 -5.6801 2.7889  -0.320
C33 5.5274 -4.8135 1.5201  -0.229
H60 7.2410 -3.4900 1.7016  0.114
H61 5.8621 -2.7938 0.8496  0.118
H62 6.0333 -3.3806 3.8497  0.111
H63 5.8108 -1.8035 3.1016  0.117
H64 3.6874 -3.2928 3.9840  0.066
H65 3.5332 -2.2958 2.5105  0.100
H66 5.5696 -5.2015 0.5049  0.105
H67 5.9498 -5.5361 2.2176  0.108
C34 2.2541 -0.8687 7.5848  -0.216
C35 3.7120 -0.4044 7.7068  -0.210
C36 4.5609 -1.6406 8.0300  -0.217
S8 3.6921 -3.0443 7.3110  0.669
O20 3.2547 -3.9161 8.3695  -0.313
O21 4.4467 -3.5694 6.1987  -0.330
C37 2.2848 -2.1142 6.7065  -0.225
H68 1.6176 -0.0975 7.1545  0.117
H69 1.8591 -1.1207 8.5712  0.120
H70 4.0358 0.0303 6.7593  0.117
H71 3.8299 0.3590 8.4741  0.114
H72 5.5568 -1.5974 7.5966  0.101
H73 4.6311 -1.8226 9.1005  0.103
H74 1.3966 -2.7369 6.7814  0.111
H75 2.4797 -1.8618 5.6640  0.100

Results
Net charge: 0
Maximum force in eV/Å: 1.5
Kohn-Sham gap in eV: 9.43
Energy in eV: -169939.384